No. 1
# C3H6N2O

An isolated molecule of C3H6N2O at a distorted geometry (ωB97M-V with the def2-TZVPD basis set, the Open Molecules 2025 dataset).

Results
Electronic energy, Eh: -302.53296
Energy relative to the best compared isomer or geometry (same formula, charge and spin), kJ/mol: 420.4
E_HOMO, eV: -8.853
Gap between HOMO and LUMO, eV: 9.65
Multiplicity: 1
LUMO level, eV: 0.792

Each line ends with the natural charge from an NBO analysis.
Cartesian coordinates (Å):
C1 0.942 1.073 -0.251  -0.628
C2 -0.248 0.621 0.592  -0.199
C3 -1.670 0.657 0.014  0.666
O1 -2.741 1.180 -0.086  -0.518
N1 -1.081 -0.508 -0.373  -0.280
N2 -1.246 -1.767 0.006  -0.608
H1 0.444 0.935 -1.299  0.237
H2 1.758 0.398 -0.179  0.209
H3 1.264 2.183 0.031  0.222
H4 -0.062 0.317 1.595  0.205
H5 -0.351 -2.244 0.048  0.363
H6 -1.728 -1.810 0.977  0.332

No. 2
# C27H18BBrCl2CrN6O4

A structure of composition C27H18BBrCl2CrN6O4 (ωB97M-V with the def2-TZVPD basis set, the Open Molecules 2025 dataset).

Results
Electronic energy, Eh: -6233.00620
Energy relative to the best compared isomer or geometry (same formula, charge and spin), kJ/mol: 320.2
<S²>: 6.052
E_HOMO (spin up / spin down), eV: -1.790 / -2.082
Gap between HOMO and LUMO (spin up / spin down), eV: 5.35 / 5.64
Multiplicity: 5
LUMO level (spin up / spin down), eV: 3.558 / 3.558
Total charge: -2

Each line ends with the natural charge from an NBO analysis.
Cartesian coordinates (Å):
Cr1 -0.298 0.022 0.235  1.192
Cl1 -0.152 6.677 -1.487  -0.049
C1 -0.699 5.087 -1.008  -0.112
C2 0.235 4.191 -0.486  -0.258
C3 -0.165 2.922 -0.120  0.200
N1 0.642 1.894 0.389  -0.710
C4 1.490 2.124 1.390  0.628
O1 2.089 3.155 1.708  -0.678
C5 1.572 0.920 2.314  0.157
C6 2.497 0.854 3.342  -0.235
C7 2.434 -0.215 4.222  -0.175
C8 1.448 -1.174 4.051  -0.266
C9 0.556 -1.046 2.995  0.063
N2 0.626 -0.014 2.155  -0.421
C10 -1.530 2.535 -0.216  0.161
C11 -2.442 3.436 -0.764  -0.295
C12 -2.019 4.702 -1.155  -0.045
Cl2 -3.200 5.796 -1.830  -0.039
N3 -1.841 1.273 0.236  -0.612
C13 -2.781 0.520 -0.545  0.134
O2 -4.607 0.560 1.120  -0.478
C14 -2.230 0.434 -1.935  0.368
C15 -2.843 0.654 -3.153  -0.263
C16 -2.084 0.490 -4.301  -0.155
C17 -0.757 0.099 -4.201  -0.278
C18 -0.216 -0.107 -2.942  0.080
N4 -0.935 0.072 -1.839  -0.486
H1 1.270 4.482 -0.382  0.241
H2 3.222 1.651 3.427  0.239
H3 3.144 -0.297 5.036  0.201
H4 1.363 -2.021 4.719  0.212
H5 -0.244 -1.758 2.791  0.279
H6 -3.485 3.160 -0.856  0.242
H7 -3.887 0.929 -3.172  0.254
H8 -2.530 0.663 -5.273  0.201
H9 -0.143 -0.050 -5.078  0.206
H10 0.802 -0.443 -2.800  0.231
B1 -5.410 -0.221 -1.098  -0.326
C19 -4.118 0.096 0.051  0.367
N5 -2.943 -0.843 -0.027  -0.512
H11 -6.287 -0.809 -0.503  -0.052
H12 -5.759 0.877 -1.496  -0.067
H13 -4.893 -0.898 -1.962  -0.050
Br1 5.518 -6.000 -0.756  -0.007
C20 4.681 -4.466 0.016  -0.065
C21 5.152 -3.994 1.230  -0.262
C22 4.543 -2.878 1.787  -0.229
C23 3.485 -2.258 1.137  -0.119
C24 3.025 -2.747 -0.078  -0.118
C25 3.631 -3.862 -0.647  -0.225
C26 1.858 -2.080 -0.807  0.791
O3 1.548 -2.511 -1.914  -0.684
O4 1.349 -1.109 -0.163  -0.779
H14 5.977 -4.489 1.726  0.212
H15 4.897 -2.491 2.735  0.206
H16 3.002 -1.388 1.560  0.226
H17 3.259 -4.226 -1.595  0.252
N6 -1.982 -2.159 1.684  -0.816
C27 -1.883 -1.246 0.783  0.197
H18 -2.953 -2.476 1.752  0.326

No. 3
# C5H15NO3

A cluster of 4 separate species, C5H15NO3 in total at a distorted geometry (ωB97M-V with the def2-TZVPD basis set, the Open Molecules 2025 dataset).

Results
Electronic energy, Eh: -479.95015
Energy relative to the best compared isomer or geometry (same formula, charge and spin), kJ/mol: 161.3
E_HOMO, eV: -9.309
Gap between HOMO and LUMO, eV: 10.01
Multiplicity: 1
LUMO level, eV: 0.699

Each line ends with the natural charge from an NBO analysis.
Cartesian coordinates (Å):
C1 2.600 -0.520 -1.737  -0.379
C2 2.300 0.587 -1.075  -0.230
C3 0.903 0.941 -0.728  -0.220
C4 0.576 1.425 0.465  -0.202
C5 -0.849 1.739 0.836  -0.256
N1 -1.194 0.970 2.052  -0.875
H1 3.604 -0.831 -2.000  0.201
H2 1.860 -1.241 -2.073  0.202
H3 3.052 1.297 -0.745  0.208
H4 0.205 0.767 -1.539  0.242
H5 1.309 1.647 1.235  0.194
H6 -0.964 2.819 0.985  0.179
H7 -1.520 1.399 0.049  0.214
H8 -0.621 1.235 2.843  0.362
H9 -2.161 1.112 2.315  0.371
O1 -1.833 -0.648 -2.151  -0.994
H10 -2.445 -1.166 -2.670  0.467
H11 -1.781 -1.101 -1.265  0.502
O2 0.734 -1.594 1.433  -0.967
H12 0.275 -0.806 1.800  0.490
H13 1.362 -1.237 0.791  0.486
O3 -1.883 -1.830 0.412  -0.979
H14 -2.015 -1.063 0.998  0.479
H15 -0.960 -2.083 0.665  0.506

No. 4
# C11H21O

A structure of composition C11H21O at a distorted geometry (ωB97M-V with the def2-TZVPD basis set, the Open Molecules 2025 dataset).

Results
Electronic energy, Eh: -506.58223
Energy relative to the best compared isomer or geometry (same formula, charge and spin), kJ/mol: 262.0
E_HOMO, eV: -14.288
Gap between HOMO and LUMO, eV: 9.07
Multiplicity: 1
LUMO level, eV: -5.222
Total charge: +1

Each line ends with the natural charge from an NBO analysis.
Cartesian coordinates (Å):
C1 1.099 -1.567 -1.270  0.061
C2 -1.727 1.249 -0.173  -0.398
C3 -1.546 -0.999 0.644  -0.437
C4 -0.284 1.538 -0.199  -0.449
C5 -0.092 -0.804 0.816  -0.105
C6 -2.140 -0.187 -0.432  -0.248
C7 0.482 0.504 0.657  -0.281
C8 -3.638 -0.307 -0.562  -0.595
C9 2.705 1.496 -0.219  -0.653
C10 2.926 -0.661 0.864  -0.683
C11 2.074 0.161 -0.040  0.358
O1 1.771 -0.377 -1.292  -0.445
H1 0.426 -1.711 -2.061  0.226
H2 1.710 -2.482 -0.966  0.229
H3 -2.239 1.564 0.766  0.214
H4 -2.098 1.965 -1.010  0.231
H5 -1.641 -2.089 0.458  0.235
H6 -2.049 -0.906 1.706  0.264
H7 -0.148 1.468 -1.296  0.233
H8 -0.168 2.645 0.019  0.257
H9 0.258 -1.384 1.721  0.266
H10 0.259 -1.413 -0.222  0.147
H11 -1.717 -0.725 -1.347  0.193
H12 0.667 0.771 1.759  0.289
H13 -3.884 -1.331 -0.104  0.210
H14 -4.076 -0.222 -1.521  0.235
H15 -4.174 0.423 0.071  0.221
H16 2.416 2.068 0.624  0.229
H17 3.798 1.631 -0.434  0.251
H18 2.132 1.898 -1.060  0.230
H19 3.956 -0.828 0.438  0.258
H20 3.228 -0.100 1.790  0.258
H21 2.408 -1.515 1.090  0.200

No. 5
# C20H26BrClCrN5O7P2S

A structure of composition C20H26BrClCrN5O7P2S at a distorted geometry (ωB97M-V with the def2-TZVPD basis set, the Open Molecules 2025 dataset).

Results
Electronic energy, Eh: -6738.00572
Energy relative to the best compared isomer or geometry (same formula, charge and spin), kJ/mol: 0.0
<S²>: 3.901
E_HOMO (spin up / spin down), eV: -7.381 / -7.459
Gap between HOMO and LUMO (spin up / spin down), eV: 6.97 / 7.03
Multiplicity: 4
LUMO level (spin up / spin down), eV: -0.414 / -0.432

Each line ends with the natural charge from an NBO analysis.
Cartesian coordinates (Å):
Cr1 6.074 12.347 10.893  1.184
N1 7.444 17.232 10.089  -0.702
C1 6.308 16.247 10.328  -0.613
C2 5.025 16.998 10.553  -0.641
P1 6.765 15.360 11.885  2.385
O1 6.149 16.348 13.070  -1.006
O2 8.265 15.395 11.905  -1.158
O3 5.998 14.082 12.050  -1.104
P2 6.131 15.056 8.858  2.349
O4 7.608 15.301 8.234  -1.066
O5 4.925 15.394 8.035  -1.071
O6 6.184 13.534 9.324  -1.174
H1 8.221 16.961 10.698  0.477
H2 7.231 18.225 10.269  0.423
H3 7.768 17.135 9.108  0.464
H4 5.190 17.861 11.136  0.211
H5 4.239 16.327 10.930  0.261
H6 4.653 17.291 9.555  0.245
H7 6.746 16.417 13.831  0.511
H8 8.068 14.436 7.990  0.545
Br1 8.821 12.385 11.176  0.196
C3 8.305 12.283 12.978  -0.084
C4 8.980 12.953 13.986  -0.238
C5 8.844 12.584 15.334  -0.229
C6 8.024 11.536 15.682  -0.161
C7 7.143 10.896 14.733  -0.067
C8 6.239 9.904 15.143  -0.215
C9 5.314 9.457 14.184  -0.207
C10 5.326 10.024 12.928  -0.246
C11 6.209 11.018 12.570  -0.346
C12 7.234 11.367 13.370  -0.049
H9 9.615 13.779 13.730  0.234
H10 9.336 13.121 16.089  0.213
H11 8.000 11.159 16.713  0.205
H12 6.174 9.525 16.195  0.215
H13 4.602 8.669 14.411  0.207
H14 4.527 9.663 12.252  0.210
N2 8.601 10.848 5.815  -0.802
C13 9.405 11.603 6.600  0.303
N3 10.230 10.901 7.407  -0.821
S1 9.405 13.265 6.542  -0.342
H15 8.779 9.845 5.788  0.397
H16 7.904 11.264 5.227  0.420
H17 9.903 9.871 7.588  0.422
H18 10.698 11.473 8.110  0.412
Cl1 2.782 11.411 10.436  -0.080
C14 3.935 12.483 11.218  -0.684
H19 3.660 12.596 12.293  0.213
H20 3.941 13.452 10.645  0.189
N4 8.740 7.385 9.651  -0.777
C15 8.681 8.271 8.626  0.687
O7 9.555 8.332 7.744  -0.648
C16 7.482 9.072 8.599  -0.232
C17 6.830 9.237 7.355  -0.081
C18 5.698 10.037 7.332  -0.259
C19 5.312 10.764 8.422  0.121
N5 5.912 10.565 9.618  -0.470
C20 6.982 9.710 9.757  0.094
H21 9.521 6.782 9.696  0.407
H22 8.011 7.182 10.297  0.410
H23 7.189 8.679 6.484  0.231
H24 5.071 10.139 6.449  0.232
H25 4.596 11.587 8.336  0.249
H26 7.347 9.486 10.773  0.248

The highest energy relative to the best compared isomer or geometry (same formula, charge and spin) belongs to which entry? C3H6N2O

Which value of electronic energy does entry 2 give? -6233.00620 Eh